No. 1
This record from the Open Molecules 2025 dataset describes C20H24Al2B2Br12O16 as an isolated structure at a distorted geometry. The level of theory is the ωB97M-V functional and the def2-TZVPD basis.

The HOMO-LUMO gap comes out at 1.9732 eV. Its LUMO energy is -15.385 eV. The calculation puts the maximum force at 10.82 eV/A. The value obtained for the HOMO energy is -17.358 eV. Its net charge is +4.

Each line ends with the Löwdin charge.
Cartesian coordinates (Å):
1 Al -3.57 2.28 -2.07  0.813
2 Al 4.31 0.47 -1.67  0.470
3 O 3.74 1.67 -0.50  0.168
4 C 2.88 2.36 -1.04  -0.158
5 O 1.69 2.89 -0.61  0.073
6 B 0.89 3.32 -1.80  -0.827
7 O 1.64 2.90 -2.99  0.369
8 C 2.80 2.44 -2.58  -0.219
9 O 3.69 1.86 -3.25  0.184
10 O 0.74 4.76 -1.74  0.220
11 C -0.57 5.06 -1.78  -0.503
12 O -1.08 6.14 -1.98  0.247
13 C -1.39 3.78 -1.74  -0.372
14 O -0.51 2.80 -1.78  0.124
15 O -2.63 3.62 -1.64  0.008
16 O -2.16 1.77 2.52  0.077
17 C -1.57 1.42 1.51  -0.418
18 O -0.38 0.79 1.44  -0.096
19 B -0.01 0.52 0.05  -0.996
20 O -0.87 1.41 -0.71  0.184
21 C -1.90 1.72 0.02  -0.455
22 O -2.97 2.23 -0.39  -0.263
23 O 1.39 0.75 -0.35  0.036
24 C 1.90 -0.25 -1.02  -0.291
25 O 3.09 -0.37 -1.38  -0.432
26 C 0.85 -1.32 -0.90  -0.346
27 O -0.24 -0.85 -0.31  0.043
28 O 0.98 -2.46 -1.32  -0.281
29 Br 3.25 -2.01 -2.81  1.067
30 C 2.68 -2.96 -1.07  -0.599
31 C 3.90 -3.00 -0.11  -0.620
32 Br 4.20 -1.23 0.73  0.962
33 H 2.15 -3.89 -1.27  0.072
34 H 1.92 -2.32 -0.61  -0.097
35 H 4.79 -3.30 -0.64  0.104
36 H 3.67 -3.71 0.68  -0.046
37 Br 2.66 2.37 3.05  1.086
38 C 1.79 3.45 1.76  -0.502
39 C 0.45 2.93 1.41  -0.463
40 Br -0.78 4.30 0.60  1.389
41 H 2.38 3.44 0.85  0.072
42 H 1.78 4.47 2.14  0.121
43 H 0.01 2.50 2.31  0.095
44 H 0.61 2.10 0.71  0.041
45 Br 1.76 -3.56 -3.32  1.021
46 C -0.16 -3.07 -3.50  -0.350
47 C -0.88 -3.35 -2.14  -0.615
48 Br -2.67 -2.48 -2.12  1.012
49 H -0.62 -3.71 -4.26  0.104
50 H -0.24 -2.03 -3.82  0.084
51 H -0.42 -2.96 -1.23  -0.065
52 H -1.08 -4.39 -1.89  0.026
53 Br -1.46 -4.03 0.34  1.027
54 C -2.87 -2.64 0.26  -0.702
55 C -2.26 -1.26 0.12  -0.630
56 Br -3.73 0.11 -0.22  1.145
57 H -3.48 -2.80 1.15  0.067
58 H -3.63 -2.85 -0.49  -0.029
59 H -1.51 -1.39 -0.67  -0.027
60 H -1.75 -1.02 1.05  -0.048
61 Br -1.46 -1.46 2.92  1.207
62 C -3.39 -0.90 2.93  -0.395
63 C -3.61 0.63 2.90  -0.671
64 Br -5.60 0.93 2.96  0.727
65 H -3.84 -1.37 3.81  0.091
66 H -3.81 -1.15 1.96  -0.006
67 H -3.33 1.05 1.93  -0.035
68 H -3.16 1.23 3.70  0.104
69 Br 2.04 0.42 2.05  1.018
70 C 0.92 -1.05 2.82  -0.505
71 C 0.54 -2.08 1.83  -0.698
72 Br 2.19 -3.07 1.35  1.131
73 H 0.00 -0.56 3.15  -0.085
74 H 1.51 -1.60 3.55  0.107
75 H 0.07 -1.70 0.93  0.002
76 H -0.24 -2.74 2.20  -0.053

No. 2
This record from the Open Molecules 2025 dataset describes C20H24BrN2PdS2 as an isolated structure at a distorted geometry. The level of theory is the ωB97M-V functional and the def2-TZVPD basis.

The HOMO-LUMO gap (alpha / beta) comes out at 5.3139 / 5.3148 eV. Its LUMO energy (alpha / beta) is 2.727 / 2.727 eV. The calculation puts the maximum force at 2.48 eV/A. The value obtained for the HOMO energy (alpha / beta) is -2.587 / -2.588 eV. The energy above the lowest of the compared OMol25 structures with the same formula, charge and spin comes out at 26.65 kcal/mol. Its net charge is -1.

Each line ends with the Löwdin charge.
Cartesian coordinates (Å):
1 Pd -0.07 0.38 1.03  0.278
2 C -0.53 0.02 5.73  -0.173
3 C -0.75 0.23 4.25  -0.836
4 S 0.66 -0.07 3.30  0.544
5 C -1.94 0.62 3.72  -0.853
6 C -3.19 0.79 4.55  -0.169
7 S -2.17 1.00 2.05  0.506
8 H 0.51 -0.24 5.90  0.034
9 H -1.15 -0.79 6.12  0.067
10 H -0.75 0.93 6.29  0.069
11 H -3.01 0.60 5.61  0.050
12 H -3.96 0.10 4.20  0.059
13 H -3.58 1.80 4.43  0.056
14 Br 2.13 1.77 0.61  0.740
15 C 2.97 0.25 -0.26  -0.533
16 C 4.22 0.45 -0.79  -0.151
17 C 4.91 -0.62 -1.36  -0.103
18 C 4.35 -1.87 -1.37  -0.052
19 C 3.05 -2.09 -0.86  -0.185
20 C 2.45 -3.36 -0.90  -0.067
21 C 1.20 -3.57 -0.38  -0.099
22 C 0.48 -2.49 0.15  -0.133
23 C 1.00 -1.21 0.17  -0.232
24 C 2.32 -1.01 -0.28  -0.245
25 H 4.66 1.44 -0.77  0.085
26 H 5.89 -0.45 -1.78  0.094
27 H 4.90 -2.72 -1.76  0.101
28 H 2.99 -4.17 -1.38  0.097
29 H 0.75 -4.55 -0.42  0.094
30 H -0.53 -2.67 0.52  0.093
31 C -1.55 2.14 -1.15  -0.180
32 C -2.16 2.43 -2.55  -0.158
33 N -1.90 1.31 -3.46  -0.175
34 C -2.47 0.09 -2.90  -0.159
35 C -1.87 -0.20 -1.50  -0.157
36 N -0.88 0.84 -1.17  -0.224
37 C 0.17 0.85 -2.20  -0.167
38 C -0.46 1.14 -3.58  -0.160
39 H -2.33 2.11 -0.39  0.059
40 H -0.82 2.90 -0.87  0.114
41 H -1.72 3.33 -2.99  0.111
42 H -3.24 2.57 -2.49  0.113
43 H -2.25 -0.72 -3.60  0.112
44 H -3.56 0.22 -2.85  0.113
45 H -1.36 -1.17 -1.49  0.105
46 H -2.64 -0.18 -0.73  0.096
47 H 0.67 -0.12 -2.19  0.113
48 H 0.89 1.63 -1.94  0.084
49 H -0.28 0.31 -4.28  0.113
50 H -0.04 2.05 -4.02  0.112

No. 3
This record from the Open Molecules 2025 dataset describes C20H24BrNO2PtSi2 as an isolated structure at a distorted geometry. The level of theory is the ωB97M-V functional and the def2-TZVPD basis.

The HOMO-LUMO gap (alpha / beta) comes out at 8.4875 / 4.7121 eV. Its LUMO energy (alpha / beta) is -6.537 / -10.194 eV. The calculation puts the maximum force at 1.61 eV/A. The value obtained for the HOMO energy (alpha / beta) is -15.024 / -14.906 eV. The energy above the lowest of the compared OMol25 structures with the same formula, charge and spin comes out at 27.60 kcal/mol. Its multiplicity is 5. Its net charge is +2.

Each line ends with the Löwdin charge.
Cartesian coordinates (Å):
1 Pt 0.87 0.24 1.30  0.927
2 O 0.05 -4.10 5.48  0.160
3 C 0.08 -3.14 4.58  -0.276
4 C -1.04 -2.71 3.84  0.048
5 C -0.90 -1.74 2.89  -0.090
6 N 0.31 -1.17 2.62  -0.206
7 C 1.33 -1.59 3.37  -0.068
8 Br 3.17 0.82 2.41  0.484
9 C 1.32 -2.52 4.35  0.038
10 H -0.83 -4.50 5.58  0.150
11 H -2.02 -3.12 4.04  0.139
12 H -1.75 -1.39 2.33  0.105
13 H 2.20 -2.80 4.92  0.140
14 C 0.96 4.51 -0.11  -0.142
15 Si 2.09 3.05 -0.36  0.291
16 C 2.47 2.91 -2.19  -0.142
17 C 3.69 3.36 0.52  -0.220
18 O 1.32 1.66 0.16  -0.607
19 H 1.45 5.38 -0.55  0.053
20 H 0.80 4.69 0.96  0.045
21 H -0.01 4.37 -0.59  0.035
22 H 2.98 3.83 -2.48  0.054
23 H 1.57 2.81 -2.79  0.016
24 H 3.14 2.07 -2.39  0.042
25 H 4.14 4.26 0.09  0.057
26 H 4.38 2.53 0.40  0.018
27 H 3.53 3.53 1.59  0.013
28 C -3.41 -3.63 -0.12  -0.041
29 C -2.03 -3.68 -0.31  -0.054
30 C -1.29 -2.51 -0.30  -0.114
31 C -1.92 -1.28 -0.09  -0.380
32 C -3.31 -1.24 0.09  -0.100
33 C -4.05 -2.42 0.08  -0.049
34 Si -1.01 0.33 -0.13  0.629
35 C -0.50 0.50 -1.94  -0.189
36 C -1.26 1.35 -2.80  -0.035
37 C -0.97 1.41 -4.13  0.008
38 C 0.08 0.60 -4.66  0.083
39 C 0.85 -0.24 -3.83  -0.007
40 C 0.57 -0.30 -2.50  -0.037
41 H -3.98 -4.55 -0.12  0.120
42 H -1.54 -4.63 -0.48  0.118
43 H -0.21 -2.57 -0.44  0.100
44 H -3.82 -0.29 0.24  0.106
45 H -5.12 -2.38 0.22  0.120
46 H -1.87 1.45 0.26  0.013
47 H -2.07 1.95 -2.40  0.124
48 H -1.54 2.06 -4.79  0.135
49 H 0.27 0.62 -5.73  0.139
50 H 1.66 -0.83 -4.25  0.134
51 H 1.15 -0.94 -1.85  0.114